One molecule with the formula C9H16O2, computed with the ωB97M-V functional and the def2-TZVPD basis.

Summary:
**Energy above the lowest of the compared OMol25 structures with the same formula, charge and spin**: 1.24 kcal/mol
**E_HOMO**: -9.4 eV
**SMILES**: CC(C)(C)C(=O)[C@@H]1C[C@H]1CO

Last column: Löwdin charge in e.
Geometry (Å):
O -0.1585 -1.2897 -1.4707  0.079
O 2.8271 3.0273 -1.8902  -0.081
C -0.1730 -0.6951 -0.4041  -0.296
C -1.3967 -2.7767 0.5744  -0.049
C -0.0305 -1.1505 2.0396  -0.060
C -2.2730 -0.5069 1.1183  -0.043
C -0.9458 -1.3097 0.8137  -0.504
C 2.4408 2.0879 -0.8830  -0.216
C -0.0907 1.6822 -1.5863  -0.042
C 0.2704 0.7492 -0.4443  -0.173
C 1.3496 1.1814 -1.4863  -0.176
H 3.4263 2.6235 -2.5499  0.097
H -0.5198 -3.4092 0.6845  0.079
H -1.8330 -2.8582 -0.4448  0.092
H -2.1518 -3.0791 1.3132  0.082
H -0.4466 -1.6436 2.9316  0.091
H 0.9444 -1.6069 1.7877  0.095
H 0.1730 -0.1036 2.2703  0.071
H -2.0178 0.5261 1.3578  0.072
H -2.7919 -0.9314 1.9824  0.080
H -2.9802 -0.5130 0.2737  0.091
H 2.0780 2.6324 -0.0234  0.115
H 3.3051 1.5339 -0.5745  0.109
H -0.2484 2.7318 -1.2667  0.123
H -0.6661 1.3460 -2.4184  0.102
H 0.2345 1.2869 0.5177  0.129
H 1.6744 0.4652 -2.2226  0.135

***

One molecule with the formula C8H6N2O2, computed with the ωB97M-V functional and the def2-TZVPD basis.

Summary:
**Energy above the lowest of the compared OMol25 structures with the same formula, charge and spin**: 112.43 kcal/mol
**E_HOMO**: -10.2 eV
**SMILES**: N#CCc1ccccc1[N+](=O)[O-]

Last column: Löwdin charge in e.
Geometry (Å):
C 0.4531 -0.1645 -0.5532  -0.111
C 0.3505 -0.3038 -1.9504  0.016
C -0.7146 0.2223 -2.6834  -0.064
C -1.6179 1.0023 -2.0020  -0.047
C -1.4493 1.2395 -0.5701  0.010
C -0.4647 0.5819 0.1914  -0.188
C -0.3799 0.6330 1.6577  -0.110
C -1.3668 -0.2573 2.4477  -0.158
H 1.2496 -0.7235 -2.3436  0.113
H -0.8703 -0.0296 -3.7054  0.103
H -2.5319 1.3831 -2.4907  0.114
H -2.2140 1.8285 0.0444  0.141
H -0.5433 1.5591 2.1805  0.117
H 0.6136 0.2892 1.9352  0.102
N 1.7426 -0.5239 -0.0111  -0.334
N -1.8952 -0.9980 3.1917  0.126
O 1.8371 -1.2940 0.9749  0.070
O 2.7258 -0.1278 -0.6138  0.099

***

C12H11Cl2IrN6O4Te as an isolated structure, computed with the ωB97M-V functional and the def2-TZVPD basis.

Summary:
**Energy above the lowest of the compared OMol25 structures with the same formula, charge and spin**: 21.16 kcal/mol
**Multiplicity**: 2
**E_HOMO (spin up / spin down)**: -10.9 / -10.6 eV
**⟨S²⟩**: 0.7546
**Total charge**: +1

Last column: Löwdin charge in e.
Geometry (Å):
Ir -0.2428 -0.1166 0.1001  0.848
O -4.8042 2.6188 2.5885  0.149
C -3.6511 3.0261 3.0870  -0.493
O -3.5623 3.8349 3.9703  0.130
C -2.3976 2.4336 2.5133  -0.023
C -1.1381 2.7896 2.9642  0.040
N -0.2387 2.1042 2.2493  0.027
N -0.8463 1.3252 1.3497  -0.180
C -2.1584 1.5054 1.4908  -0.127
C -3.0414 0.7001 0.5768  -0.547
O -4.2553 0.8102 0.6440  0.092
O -2.3939 -0.0802 -0.2208  -0.154
H -4.6940 1.9541 1.8606  0.077
H -0.8619 3.4813 3.7429  0.154
H 0.7761 2.0884 2.3022  0.050
Cl 1.8967 0.4011 -2.2620  0.527
C 0.8193 1.6162 -2.9231  -0.900
Cl -0.5876 1.7934 -1.8196  0.623
H 0.4465 1.2969 -3.8887  0.040
H 1.3325 2.5678 -2.9794  0.043
N -1.9522 -3.3419 1.6776  0.160
C -1.7817 -2.7194 2.8971  -0.013
C -1.0573 -1.5944 2.6646  -0.077
N -0.7927 -1.5374 1.3167  -0.143
C -1.3415 -2.5988 0.7455  -0.226
C -1.1970 -2.6743 -0.6908  -0.244
N -0.4633 -1.7143 -1.2420  -0.061
C -0.5378 -1.8953 -2.6002  -0.089
C -1.3168 -2.9807 -2.8550  -0.022
N -1.7258 -3.4663 -1.6350  0.154
H -2.4382 -4.2116 1.5350  0.179
H -2.1834 -3.1244 3.8083  0.135
H -0.7080 -0.8459 3.3544  0.121
H -0.0257 -1.2573 -3.2952  0.086
H -1.6191 -3.4348 -3.7814  0.132
H -2.3477 -4.2454 -1.4977  0.177
Te 2.0755 -0.1610 1.3009  0.354